[1]
{
  "formula": "C38H53B2F4N8OS4Zn",
  "method": "ωB97M-V/def2-TZVPD",
  "charge": 1,
  "mol_weight_da": 929.17,
  "species": ["Zn", "S", "S", "S", "S", "F", "F", "F", "F", "O", "N", "N", "N", "N", "N", "N", "N", "N", "C", "C", "C", "C", "C", "C", "C", "C", "C", "C", "C", "C", "C", "C", "C", "C", "C", "C", "C", "C", "C", "C", "C", "C", "C", "C", "C", "C", "C", "C", "C", "C", "C", "C", "C", "C", "C", "C", "B", "B", "H", "H", "H", "H", "H", "H", "H", "H", "H", "H", "H", "H", "H", "H", "H", "H", "H", "H", "H", "H", "H", "H", "H", "H", "H", "H", "H", "H", "H", "H", "H", "H", "H", "H", "H", "H", "H", "H", "H", "H", "H", "H", "H", "H", "H", "H", "H", "H", "H", "H", "H", "H", "H"],
  "xyz": [[-2.7963, 1.9259, -0.4637], [-2.8104, 3.1476, -2.5430], [-2.1195, -0.2941, -1.2364], [0.4629, 1.8498, -0.8945], [-2.0807, 2.1883, 1.8181], [-4.7453, 1.2692, -0.0718], [-4.2230, 3.4421, 0.2078], [-6.3457, 2.8960, -0.5675], [-5.7774, 2.4776, 1.6396], [0.4139, 0.0448, -4.3151], [0.5388, 1.5454, 1.9610], [-0.1073, -1.0741, 2.0808], [-1.2976, 1.3898, -3.7911], [1.7695, 0.1210, 0.1783], [-3.5520, 1.3647, -4.3865], [1.7229, 1.4369, 2.5855], [2.5859, -0.8370, 0.5675], [-0.5829, -0.5028, 0.9559], [3.7109, -3.5183, 0.2815], [3.0256, 1.4010, -3.1048], [-1.5070, -1.1846, -6.2857], [-1.5846, 1.1532, -6.8854], [-1.5946, -1.0000, 0.2290], [4.5311, -2.2192, 0.2106], [-0.6430, -2.1640, 2.5301], [1.9765, 2.2241, 3.5900], [5.6970, -2.4055, -0.7595], [-5.7640, 0.8681, -3.3896], [3.7860, -0.3679, -1.4381], [1.0657, 3.2540, 3.9414], [3.6024, -1.0912, -0.2348], [-2.3857, -0.5146, -8.4206], [-1.1482, 4.3994, 3.6916], [0.3923, -4.2303, 3.4225], [1.8705, 0.8376, -0.9375], [-3.3908, -2.7967, -0.0134], [-2.2337, -2.1914, 0.7221], [-4.9695, 1.7563, -4.3388], [-0.0375, -2.7987, 3.7715], [-0.1522, 3.3344, 3.3452], [-1.2825, 0.1499, -5.9675], [-2.0735, -1.5140, -7.5093], [-2.5786, 1.8681, -3.6686], [-1.7509, -2.7455, 1.8641], [-0.6559, 0.4860, -4.6589], [1.1855, -2.0037, 4.2316], [-0.4604, 2.3557, 2.3463], [-2.1308, 0.8177, -8.1130], [2.8186, 1.5204, 5.7899], [3.2495, 1.9924, 4.3890], [-1.0916, -2.8157, 4.8863], [4.1187, 0.9155, 3.7400], [5.0803, -1.8886, 1.6061], [2.9235, 0.6241, -1.8311], [-5.7055, -0.6104, -3.7707], [4.0513, 3.2941, 4.5086], [-5.3741, 2.5653, 0.3399], [0.3995, 0.6775, 0.7102], [5.7174, -2.7064, 1.9520], [-6.0808, -0.7759, -4.7861], [4.3286, 3.6766, 3.5228], [4.2676, -1.7516, 2.3185], [2.3688, 0.9538, -3.8541], [1.3513, 3.9967, 4.6767], [-6.3187, -1.2005, -3.0897], [-2.0312, 3.9643, 4.1623], [-4.1328, -2.0372, -0.2591], [-2.2195, -3.6314, 2.2734], [4.4843, 1.2454, 2.7637], [-3.8537, -3.5798, 0.5851], [-1.9970, -3.3511, 4.5897], [-1.3869, 2.1922, -6.6410], [6.3098, -1.5022, -0.8344], [-6.7967, 1.2209, -3.4010], [5.6819, -0.9749, 1.5834], [3.5544, -0.0061, 3.5942], [1.0796, -4.2306, 2.5723], [4.0439, 1.3966, -3.4891], [3.7042, 1.3271, 6.4002], [-1.4968, 4.9026, 2.7883], [-3.3291, 0.5963, -5.0018], [-0.6857, -3.3092, 5.7716], [1.9490, -1.9777, 3.4490], [-3.0486, -3.2253, -0.9583], [4.6242, -0.6151, -2.0773], [-2.2602, -2.5520, -7.7535], [-1.2417, -1.9564, -5.5714], [-4.6840, -0.9998, -3.7114], [6.3384, -3.2082, -0.3931], [-0.6952, 1.6857, -3.0310], [1.6079, -2.4679, 5.1252], [-5.0304, 2.7958, -4.0374], [4.9778, 0.7076, 4.3821], [-5.3497, 1.6594, -5.3568], [2.7019, 2.4317, -2.9535], [0.9121, -0.9726, 4.4658], [3.5017, 4.0739, 5.0411], [-5.3938, 1.0110, -2.3752], [5.3557, -2.6883, -1.7591], [2.2369, 0.5969, 5.7289], [-0.7066, 5.1315, 4.3668], [3.3625, -3.8179, -0.7109], [4.3284, -4.3237, 0.6861], [-2.3569, 1.5950, -8.8317], [-1.3743, -1.7962, 5.1597], [4.9683, 3.1000, 5.0680], [2.2141, 2.2745, 6.3008], [-0.4578, -4.8705, 3.1754], [2.8437, -3.3846, 0.9309], [-2.8215, -0.7733, -9.3774], [0.9091, -4.6752, 4.2754]],
  "forces_ev_per_angstrom": [[0.0, -0.3, -0.2], [-0.1, 0.0, 0.3], [-0.1, 0.2, 0.0], [0.0, 0.1, 0.1], [0.0, 0.2, -0.3], [-0.1, 0.2, 0.1], [-0.2, 0.0, 0.0], [0.3, -0.1, 0.2], [0.1, 0.0, -0.3], [0.0, -0.1, 0.0], [-0.1, 0.1, 0.1], [0.1, 0.1, 0.0], [0.0, 0.1, -0.4], [0.0, 0.0, -0.1], [0.0, 0.1, 0.0], [0.1, 0.0, -0.1], [-0.1, 0.0, 0.0], [0.0, 0.0, 0.0], [0.0, 0.1, 0.0], [0.0, -0.1, 0.0], [0.0, -0.1, 0.1], [-0.1, 0.1, 0.1], [0.0, -0.1, 0.1], [-0.1, 0.0, 0.0], [-0.1, -0.2, 0.1], [0.0, 0.1, 0.0], [0.0, 0.0, 0.0], [0.1, -0.1, -0.1], [0.1, 0.0, -0.1], [0.1, 0.1, 0.0], [0.0, 0.0, 0.0], [0.0, 0.0, 0.0], [0.0, -0.1, 0.0], [0.0, 0.0, 0.0], [0.0, -0.1, 0.2], [0.1, 0.1, 0.0], [0.0, 0.0, 0.0], [-0.1, -0.1, 0.1], [0.0, 0.1, 0.0], [-0.1, 0.1, 0.1], [0.0, 0.1, 0.0], [0.0, 0.0, 0.0], [0.2, -0.2, 0.0], [0.0, 0.1, 0.0], [-0.3, 0.1, 0.2], [0.0, 0.0, 0.0], [0.1, -0.2, 0.1], [0.0, 0.0, -0.1], [0.0, 0.0, 0.0], [0.0, -0.1, 0.0], [0.0, 0.0, 0.0], [-0.1, 0.1, 0.0], [0.0, 0.0, -0.1], [0.0, 0.1, -0.2], [0.0, 0.1, 0.0], [0.0, 0.0, 0.0], [-0.1, 0.0, -0.1], [-0.1, -0.2, 0.0], [0.0, 0.1, 0.0], [0.0, 0.0, 0.1], [0.0, 0.0, 0.1], [0.0, 0.0, 0.0], [0.0, 0.0, 0.1], [0.0, -0.1, 0.0], [0.0, 0.0, 0.0], [0.0, 0.0, 0.0], [0.0, 0.0, 0.0], [0.0, 0.0, 0.0], [0.0, -0.1, 0.0], [0.0, 0.0, 0.0], [0.1, 0.0, 0.0], [0.0, -0.1, 0.0], [0.0, -0.1, 0.0], [0.0, 0.0, 0.0], [-0.1, -0.1, 0.0], [0.0, 0.0, 0.0], [0.0, 0.0, 0.0], [0.0, 0.0, 0.0], [-0.1, 0.0, 0.0], [0.0, 0.0, 0.0], [0.1, 0.0, -0.1], [0.0, 0.0, 0.0], [0.0, 0.0, 0.1], [0.0, 0.0, 0.0], [0.0, 0.0, 0.0], [0.0, 0.0, 0.0], [0.0, 0.0, -0.1], [-0.1, 0.0, 0.0], [0.0, 0.0, 0.0], [0.0, 0.0, 0.1], [0.0, 0.0, 0.0], [0.0, 0.1, 0.0], [0.0, 0.0, 0.0], [0.1, 0.0, 0.0], [0.0, 0.0, 0.0], [0.0, 0.0, 0.0], [0.0, 0.0, 0.0], [0.0, 0.0, 0.1], [0.0, 0.0, 0.0], [0.0, 0.0, 0.0], [0.0, -0.1, 0.0], [0.0, 0.0, 0.1], [0.0, 0.0, 0.0], [0.0, 0.0, 0.0], [0.0, -0.1, 0.0], [0.0, 0.0, 0.0], [0.0, 0.0, 0.0], [0.0, 0.0, 0.0], [0.0, 0.0, 0.0], [0.0, 0.0, 0.0], [0.0, 0.0, 0.0]],
  "mulliken_charge": [1.498, -0.523, -0.237, -0.752, -0.413, -0.382, -0.477, -0.341, -0.331, -0.580, 0.506, -0.075, 0.413, 0.430, 0.256, -0.274, -0.499, 0.699, -1.402, -1.519, -0.096, 0.282, 0.528, 2.514, 0.077, -0.053, -2.385, 0.668, -0.319, -0.653, -0.526, -0.429, -1.849, -1.519, 1.068, -1.745, -0.091, -1.305, 2.269, 0.264, -0.249, -0.739, 0.372, -0.708, 0.289, -1.640, 0.552, -0.739, -1.508, 2.415, -1.821, -1.715, -1.255, -0.020, -1.316, -1.875, 0.405, 0.116, 0.490, 0.341, 0.389, 0.028, 0.157, 0.386, 0.399, 0.396, 0.310, 0.435, 0.399, 0.412, 0.357, 0.434, 0.469, 0.464, 0.352, -0.042, 0.124, 0.479, 0.481, 0.366, 0.108, 0.471, -0.031, 0.313, 0.617, 0.423, 0.455, 0.240, 0.420, -0.312, 0.600, 0.497, 0.559, 0.437, 0.412, 0.159, 0.360, -0.451, 0.463, 0.163, 0.413, 0.392, 0.451, 0.436, 0.364, 0.466, 0.388, 0.374, 0.020, 0.419, 0.486]
}

***

[2]
{
  "formula": "C38H53BrNP3Pt",
  "method": "ωB97M-V/def2-TZVPD",
  "charge": 4,
  "de_lowest_kcal_mol": 60.34,
  "spin_multiplicity": 5,
  "mol_weight_da": 891.75,
  "s2": 6.0757,
  "species": ["Pt", "Br", "P", "P", "P", "N", "C", "C", "C", "C", "C", "C", "C", "C", "C", "C", "C", "C", "C", "C", "C", "C", "C", "C", "C", "C", "C", "C", "C", "C", "C", "C", "C", "C", "C", "C", "C", "C", "C", "C", "C", "C", "C", "C", "H", "H", "H", "H", "H", "H", "H", "H", "H", "H", "H", "H", "H", "H", "H", "H", "H", "H", "H", "H", "H", "H", "H", "H", "H", "H", "H", "H", "H", "H", "H", "H", "H", "H", "H", "H", "H", "H", "H", "H", "H", "H", "H", "H", "H", "H", "H", "H", "H", "H", "H", "H", "H"],
  "xyz": [[0.1479, -0.5127, -3.0297], [2.0730, 2.7223, 0.3089], [-0.7336, -2.4087, -2.5282], [-2.0750, 3.3066, 3.6144], [2.6131, -0.3935, -2.6966], [-5.3477, 3.4136, -5.4352], [2.0641, 3.4598, -1.7699], [0.9031, 2.1093, -3.5702], [-4.5259, 2.6640, 4.6261], [-2.5663, 1.3689, -2.8403], [-0.6272, -3.8927, -3.5715], [-0.2509, 2.0688, -2.8021], [0.9233, 2.1403, 6.2500], [3.7298, -0.9971, -3.9951], [5.4322, 0.9504, -2.0892], [1.8587, 3.6562, 4.6199], [-0.3441, 2.2768, 5.6721], [2.7798, -1.7073, -1.4002], [-3.9916, -0.0564, 5.0806], [-4.3181, 3.1704, -3.2696], [-5.2819, 0.4494, 5.2614], [-0.5004, 3.0520, 4.5092], [2.0246, 2.8143, 5.7223], [2.0089, 2.8981, -3.0884], [-1.3204, -4.0830, -0.3803], [-2.4698, -1.8580, -2.3176], [-3.7005, 1.6991, -5.0868], [-2.6964, -1.0587, -1.0523], [-5.1812, 3.8201, -4.1725], [-0.3535, -3.5945, -5.0443], [-1.7417, 2.4377, 1.9756], [-1.2334, 1.0126, -3.1724], [3.9508, -1.7642, -0.4413], [3.9433, 0.9002, -1.8939], [0.7398, 3.6850, -1.1645], [-5.5390, 1.8114, 5.0519], [0.6124, 3.7793, 4.0146], [-2.9642, 0.7869, 4.6449], [-3.5308, 2.0465, -3.7157], [-0.2798, -3.0804, -0.8844], [4.9590, -1.8139, -3.6276], [-4.6323, 2.3905, -5.8850], [-0.3864, 2.9373, -1.6998], [-3.2390, 2.1404, 4.3877], [2.6961, 4.2286, 4.2231], [-1.3210, 2.9171, -1.1524], [-1.2920, -3.4793, -5.5979], [-6.5377, 2.2075, 5.2160], [-3.0830, -1.6517, -0.2236], [3.0095, 2.7054, 6.1748], [-3.1712, 0.8779, -5.5667], [3.0853, -1.5582, -4.6705], [-4.8423, 2.1196, -6.9288], [0.1762, -4.5347, -3.1569], [0.7057, -3.5704, -1.0062], [5.7649, 0.9290, -3.1245], [-3.4600, -0.3181, -1.2710], [6.0143, 0.2199, -1.5330], [0.1664, -4.4674, -5.4574], [-0.1775, -2.2262, -0.1906], [-1.2826, -5.0084, -0.9851], [1.9162, -1.5837, -0.7259], [3.5721, 1.8872, -2.1456], [0.2489, -2.6876, -5.2151], [0.4872, 4.5442, -0.5325], [-0.6553, 2.4707, 1.7444], [-3.7802, -1.1079, 5.2743], [-1.1949, 1.7685, 6.1312], [4.9140, -1.6671, -0.9458], [-4.2693, 3.5766, -2.2584], [2.8452, 3.0027, -3.7866], [3.7154, 0.8762, -0.8282], [-2.2957, 3.0031, 1.1957], [-2.7761, 1.5256, -1.7762], [-1.6117, -4.3692, -3.3793], [5.5298, -1.4738, -2.7693], [1.0446, 1.5080, 7.1306], [-2.3482, -3.6731, -0.3996], [-2.7319, -1.2904, -3.2156], [0.9019, 1.3756, -4.4187], [3.8984, -2.7696, -0.0018], [-6.0849, -0.2219, 5.5703], [-1.0835, 0.3680, -4.1013], [-1.8148, -0.5285, -0.6782], [5.7702, 1.9115, -1.6952], [2.7711, -2.6764, -1.9302], [-0.9989, -4.2858, 0.6554], [-3.0028, -2.8085, -2.3193], [-2.1008, 1.3861, 1.9907], [4.7655, -2.8670, -3.4566], [4.0140, -0.1242, -4.5832], [0.4899, 4.4391, 3.1514], [5.6798, -1.8054, -4.4388], [3.8072, -1.0352, 0.3685], [-5.7896, 4.6871, -3.8894], [-1.9575, 0.3889, 4.5121], [-4.7102, 3.7268, 4.4600]],
  "forces_ev_per_angstrom": [[3.4, 1.9, 0.1], [0.3, -0.6, 0.4], [-0.4, -2.2, 1.7], [1.3, -3.0, 1.1], [3.4, -1.2, 2.4], [0.1, 0.1, 0.4], [-3.3, 0.8, -2.1], [2.3, 0.1, 0.4], [0.4, -0.4, -0.1], [-2.4, 3.0, -0.3], [0.0, 0.4, 0.1], [-1.3, -0.7, 1.0], [-0.7, -0.3, -0.1], [-0.9, 0.0, -1.4], [0.9, -0.5, -0.5], [-0.4, 0.3, -0.8], [0.3, -0.1, 0.9], [-0.7, -0.2, 0.2], [0.2, 0.3, -0.1], [-0.6, 0.0, 0.1], [0.1, 0.3, -0.1], [-0.5, 0.9, -0.7], [0.0, 0.1, 0.0], [0.1, -0.8, -0.8], [0.2, -0.2, 0.1], [0.6, -0.7, -0.5], [-0.2, 0.1, -1.0], [-0.4, 0.3, 0.4], [0.5, -0.3, 0.4], [-0.3, -0.4, -0.5], [0.1, 0.8, -0.8], [0.0, 0.3, -0.5], [0.3, -0.1, 0.2], [-2.2, 1.0, 0.6], [-0.5, -0.3, -0.7], [-0.1, -0.3, 0.1], [0.7, -0.1, 0.1], [-0.2, -0.1, -0.1], [0.6, -0.9, 0.3], [0.2, 0.7, -0.3], [0.6, -0.4, 0.5], [0.4, -0.6, 0.1], [0.3, -0.4, 0.5], [-0.8, 0.9, 0.1], [-0.1, -0.2, 0.2], [0.1, 0.5, 0.0], [0.2, 0.0, 0.0], [0.2, -0.1, 0.0], [0.1, -0.1, -0.1], [-0.3, 0.1, 0.0], [0.0, 0.1, 0.3], [0.1, -0.3, -0.3], [0.4, -0.1, 0.5], [-0.5, 0.4, 0.0], [-0.5, 0.3, 0.2], [-0.1, 0.0, -0.1], [-0.2, 0.0, 0.3], [-0.2, -0.2, 0.0], [-0.1, 0.4, -0.2], [0.1, -0.4, -0.2], [-0.1, 0.4, 0.5], [0.0, -0.4, -0.6], [0.2, -0.3, -0.3], [0.0, -0.4, 0.2], [0.4, -0.2, -0.3], [-0.7, 0.0, 0.2], [-0.1, 0.3, 0.0], [0.3, 0.3, -0.2], [-0.1, 0.1, 0.5], [0.1, -0.3, -0.2], [0.0, -0.1, 0.5], [0.0, -0.5, -0.1], [0.3, -0.4, 0.3], [0.1, 0.1, -0.3], [0.6, -0.1, -0.3], [-0.2, 0.2, -0.1], [-0.1, 0.2, -0.3], [0.6, -0.4, 0.2], [-0.3, -0.3, 0.0], [0.6, 1.6, 0.0], [0.3, 0.3, 0.1], [0.2, 0.3, 0.0], [-0.7, 1.4, -0.8], [0.0, 0.0, -0.1], [-0.2, 0.1, 0.0], [-0.6, 0.4, 0.0], [-0.6, -0.3, -0.4], [-0.5, 0.1, -0.1], [0.2, 0.8, 0.4], [-0.4, -0.1, 0.1], [0.0, 0.2, 0.0], [0.1, -0.1, 0.3], [-0.1, 0.2, -0.4], [0.4, -0.2, -0.3], [0.4, -0.4, 0.2], [-0.3, 0.0, -0.1], [-0.1, -0.3, 0.1]],
  "lowdin_spin": [0.338, 0.502, 0.096, 0.410, 0.095, 0.026, 0.732, 0.018, 0.008, 0.032, 0.015, 0.023, 0.012, 0.024, 0.006, 0.009, 0.067, 0.001, 0.004, 0.005, -0.001, 0.125, 0.124, 0.190, 0.005, 0.052, 0.035, 0.004, -0.003, 0.003, 0.090, 0.259, 0.002, 0.031, 0.109, 0.001, 0.072, 0.010, 0.026, 0.008, 0.009, -0.002, 0.246, 0.048, -0.001, 0.012, 0.000, 0.000, 0.000, 0.005, 0.001, 0.002, 0.000, 0.000, 0.000, 0.000, 0.000, 0.000, 0.000, 0.001, 0.000, 0.000, 0.004, 0.002, 0.009, 0.004, 0.001, 0.002, 0.000, 0.000, 0.009, 0.002, 0.000, 0.007, 0.003, 0.000, -0.001, 0.000, 0.004, 0.008, 0.000, 0.000, 0.023, 0.002, 0.003, 0.000, 0.000, 0.009, 0.011, 0.000, 0.000, 0.003, 0.003, 0.000, 0.000, 0.000, 0.004]
}

***

Which calculated total energy belongs to each record? In order, -5814.593038, -5250.068969 Ha.